An isolated molecule of C18H19Cl2N3O5 in a non-equilibrium geometry. Source: the OMol25 dataset; level of theory: ωB97M-V/def2-TZVPD.

Frontier orbital gap: 9.10 eV
Charge: 0
Energy: -58724.4071 eV
SMILES: Cc1c(Cl)cnc(NC(=O)COC(=O)[C@H](NC(=O)c2ccco2)C(C)C)c1Cl

Last column: Mulliken charge in e.
Atoms and positions in Å:
1 C -4.433 -0.791 1.157  -0.57
2 O -2.047 2.489 1.888  -0.63
3 Cl -6.384 -2.177 -0.192  -0.24
4 H 5.371 0.886 -2.034  0.39
5 H 2.398 0.980 -1.408  0.12
6 C -0.062 3.052 0.557  -0.84
7 C 4.547 2.567 -0.489  -1.69
8 H 5.820 -0.337 -0.865  0.29
9 H 4.297 -0.472 -1.728  0.38
10 O 2.007 1.754 1.645  -0.64
11 C -4.693 -0.550 -1.305  0.40
12 C -0.275 -4.093 2.212  -0.36
13 N -3.321 -0.103 1.193  -0.44
14 C -5.121 -1.124 -0.021  0.69
15 H -5.229 0.524 -2.946  0.27
16 H -4.871 -1.121 -3.364  0.31
17 H -4.823 -1.139 2.136  0.39
18 H 4.671 0.764 0.789  0.34
19 C 2.736 0.749 -0.372  0.18
20 C -1.286 2.171 0.953  0.67
21 C -3.552 0.280 -1.189  0.26
22 C 1.810 1.717 0.412  0.10
23 H 3.864 2.847 -1.276  0.43
24 H -6.432 -0.866 -2.767  0.42
25 C -2.923 0.430 0.067  0.07
26 H -0.998 -4.705 2.830  0.34
27 C 0.682 -2.412 1.092  0.07
28 N -1.786 1.252 0.031  0.10
29 O 1.660 -3.170 1.509  -0.33
30 C 1.228 -1.282 0.161  0.33
31 C 4.970 0.236 -1.274  -1.45
32 H 4.330 3.107 0.371  0.39
33 H 0.300 3.388 1.526  0.38
34 Cl -2.799 1.218 -2.535  -0.23
35 H -1.271 1.256 -0.831  0.28
36 C 1.097 -4.159 2.256  -0.60
37 C 4.223 1.009 -0.250  0.86
38 O 0.983 2.528 -0.272  -0.38
39 N 2.490 -0.675 0.110  -0.14
40 H 1.706 -4.827 2.720  0.56
41 O 0.350 -0.605 -0.316  -0.55
42 H 3.107 -1.053 0.750  0.26
43 H -0.413 3.928 0.016  0.39
44 H -1.513 -2.747 1.081  0.50
45 H 5.549 2.832 -0.815  0.42
46 C -5.438 -0.533 -2.626  -1.40
47 C -0.526 -3.019 1.413  -0.10